Below is C26H35O5STc as an isolated structure at a distorted geometry, with properties calculated with ωB97M-V/def2-TZVPD.

Each line ends with the Löwdin spin population.
Geometry (Å):
C: -1.1130 0.8478 -4.1976  0.00
H: -2.5401 -2.1999 -5.9777  0.00
H: -1.1375 0.7494 -6.4434  0.00
C: 0.1194 -1.3767 -5.8425  0.00
H: -2.4548 -2.5456 -1.3153  0.00
C: 2.0525 -0.3792 -1.9421  0.03
C: -1.0708 -0.9975 -5.0065  0.00
H: 2.9361 2.3792 -3.6283  0.00
C: -2.7672 0.7583 -0.6900  0.01
H: -0.4190 3.9661 4.6999  0.00
C: 0.4322 2.0035 5.0098  0.14
C: 2.1405 1.1572 -1.9435  0.00
O: 0.0109 0.3870 0.2560  0.31
H: -1.7337 -3.0556 -4.6758  0.00
H: -2.6849 0.3814 -5.6403  0.00
H: -0.6048 4.4187 7.1765  0.00
H: 2.5470 -0.7480 -1.0387  0.00
H: 3.7616 -1.3221 -2.8775  0.00
H: 1.4381 -1.4004 2.8423  0.00
H: 2.9960 -2.0958 0.7305  0.01
H: 1.4073 0.7175 7.9802  0.00
H: 1.0221 -0.8415 -5.5199  0.00
H: 0.9827 -0.7263 -2.0242  0.02
S: 0.2934 1.4441 3.2196  0.34
H: -0.0965 -1.1106 -6.8830  0.00
C: -0.2697 -2.9300 0.3732  0.01
H: -1.0348 -3.6069 0.0708  0.01
C: -2.4351 -1.5470 -0.9106  0.01
C: 1.1214 -1.8188 1.9002  0.00
C: -0.0783 2.6134 9.1869  0.00
C: -0.1793 3.4830 6.8026  0.00
H: 0.1857 -2.4625 -5.8358  0.00
H: 1.4123 -3.3659 -1.0630  0.01
O: -0.8259 0.5021 3.1838  0.24
C: 2.8224 -0.8296 -3.1968  0.00
H: -0.7676 3.4369 9.3737  0.00
C: 0.2380 2.5119 7.7250  0.00
C: 3.1524 1.4475 -3.1035  0.00
H: 2.2810 -1.5469 -3.8199  0.00
H: -2.8575 -0.2915 -2.6799  0.01
H: 1.1564 1.6059 -2.1687  0.00
C: -1.6058 0.3437 -5.5397  0.00
C: -2.4490 -1.2032 0.5015  -0.01
Tc: -0.5163 -1.0720 -0.4266  1.17
C: -2.1301 -2.0803 -4.9691  0.00
H: 1.6193 0.2993 5.5066  0.00
C: 1.0594 1.1517 5.8908  0.02
H: 2.5047 1.4824 -0.9526  0.00
C: -2.7034 0.2230 0.6077  0.03
H: -3.0053 1.7797 -0.9541  0.00
O: -0.7275 -0.4847 -3.6658  0.02
H: -0.2897 1.5670 -4.2387  0.00
C: -0.0925 3.2273 5.4282  0.01
C: -0.2360 -2.1909 1.6374  0.08
H: -0.5485 1.6838 9.5259  0.00
C: -2.6053 -0.3107 -1.6345  0.08
H: 4.1945 1.5263 -2.7257  0.00
O: 1.6145 0.8750 2.8960  0.25
C: 1.9108 -2.2161 0.8064  0.13
H: -2.6058 -1.8816 1.3342  0.00
C: 0.9555 1.4033 7.2650  0.01
H: -1.9469 1.2488 -3.6084  0.00
O: 3.0803 0.3365 -4.0103  0.00
H: -1.0205 -2.1897 2.3721  0.00
H: -2.8330 0.7757 1.5229  0.00
C: 1.0603 -2.8420 -0.1812  0.05
H: -2.9445 -1.8295 -4.2847  0.00
H: 0.8218 2.7647 9.7898  0.00

Cartesian forces (eV/Å) of the 3 atoms listed first:
-0.28 0.76 0.91
-0.01 0.04 0.15
-0.01 -0.20 0.39

- Orbital gap (spin up / spin down): 6.4 / 6.9 eV
- Electronic energy: -1866.3629 Eh
- Spin multiplicity: 4
- Energy above the lowest of the compared OMol25 structures with the same formula, charge and spin: 169.8 kJ/mol
- <S²>: 3.777
- Net charge: +1
- LUMO (spin up / spin down): -0.165 / -0.173 hartree


Below is a 2-piece molecular cluster, C3H10N2O2 overall at a distorted geometry, with properties calculated with ωB97M-V/def2-TZVPD.

Each line ends with the Löwdin spin population.
Geometry (Å):
O: 0.1792 0.3544 1.1431  0.71
H: -1.8836 -0.7206 2.0783  0.00
H: -3.7547 0.0508 -0.2756  0.00
N: -3.0114 -0.6025 -0.0333  0.03
H: 5.9388 -0.6738 -0.3203  0.00
H: -0.1409 1.8000 -2.4043  0.01
H: 5.5936 -1.1474 1.0634  0.00
N: -0.6904 0.1531 -0.9638  0.17
H: 0.9783 1.3832 -0.9529  0.00
H: -1.3353 -0.5496 -1.3268  0.00
C: -0.8331 0.2092 0.3892  0.04
H: -3.6435 -1.3360 0.3731  0.00
O: 5.0943 -0.7055 0.2259  0.00
C: 0.2770 0.9594 -1.7498  0.01
C: -2.1518 -0.1410 1.1393  0.03
H: 0.8017 0.3351 -2.5204  0.00
H: -2.5823 0.6477 1.6405  0.00

Cartesian forces (eV/Å) of the 3 atoms listed first:
-0.78 0.71 -1.36
-0.48 -0.70 -1.80
0.64 0.79 0.10

- Orbital gap (spin up / spin down): 9.3 / 5.1 eV
- Electronic energy: -379.9098 Eh
- Spin multiplicity: 2
- Energy above the lowest of the compared OMol25 structures with the same formula, charge and spin: 291.3 kJ/mol
- <S²>: 0.761
- Net charge: +1
- LUMO (spin up / spin down): -0.160 / -0.314 hartree


Below is one molecule with the formula C4H5NO at a distorted geometry, with properties calculated with ωB97M-V/def2-TZVPD.

Each line ends with the Löwdin charge.
Geometry (Å):
H: -0.2794 0.4342 2.6699  0.10
H: -0.2943 -1.1342 -2.1931  0.08
H: 2.3710 0.9559 1.2403  0.12
C: 0.2310 0.2594 1.7407  -0.12
C: -0.1256 -0.1936 -0.2900  -0.44
N: -0.6856 -0.2678 0.8613  0.11
C: -0.8513 -0.4643 -1.5428  0.00
O: 1.1349 0.2793 -0.2585  0.05
H: -1.7939 -0.9197 -1.2314  0.09
H: -1.0765 0.4732 -2.0605  0.09
C: 1.3696 0.5776 1.0641  -0.08

Cartesian forces (eV/Å) of the 3 atoms listed first:
1.28 0.16 0.83
-0.07 0.02 -0.19
-0.48 -0.04 0.31

- Orbital gap: 10.2 eV
- Structure (SMILES): Cc1ncco1
- Electronic energy: -285.3926 Eh
- Energy above the lowest of the compared OMol25 structures with the same formula, charge and spin: 57.8 kJ/mol
- Net charge: 0
- LUMO: 0.039 hartree